[1]
{"formula": "C4H7NO2S", "method": "ωB97M-V/def2-TZVPD", "elements": ["C", "C", "C", "C", "H", "H", "H", "H", "H", "H", "H", "N", "O", "O", "S"], "coordinates": [[-0.992222, -1.105066, 0.230281], [0.320386, -1.150543, -0.599679], [1.519420, 2.033137, 0.336820], [-1.797879, 0.013239, -0.447635], [0.609499, -0.541649, 1.570769], [-1.614106, -1.965921, 0.167183], [1.049673, -1.942200, -0.268932], [0.232244, -1.266885, -1.658408], [1.628878, 2.523920, -0.574986], [1.930367, 2.519024, 1.169639], [-2.109114, -0.409703, -1.403678], [1.148884, 0.775509, 0.527369], [-0.526624, -1.056071, 1.541974], [0.966951, 0.170944, -0.734591], [-2.366356, 1.402271, 0.143872]], "forces_ev_per_angstrom": [[2.8463, 1.6685, -0.2959], [0.8241, -0.0576, -1.0970], [-0.7028, -4.3682, 1.6935], [-0.6659, -0.3355, 1.3377], [-5.1739, -1.4832, -0.4578], [-0.3998, -1.0750, -0.5046], [-0.7168, 0.9498, 0.2217], [-0.7204, -0.8108, -0.7638], [-0.1963, 0.2695, -1.7970], [-0.0584, 0.6328, 1.3675], [-0.0421, 0.5028, -0.3501], [1.8121, 3.1849, -1.9711], [3.6050, 2.1290, 1.2097], [-0.8569, -0.6336, 1.7422], [0.4458, -0.5734, -0.3350]], "nbo_charge": [-0.01, -0.10, -0.08, -0.28, 0.51, 0.21, 0.20, 0.20, 0.19, 0.19, 0.18, -0.15, -0.75, -0.40, 0.09], "homo_ev": -8.57, "gap_ev": 8.52, "e_above_lowest_ev": 5.991, "total_charge": 0, "fmax_ev_per_a": 5.40}

=====

[2]
{"formula": "C5H20N2O5", "method": "ωB97M-V/def2-TZVPD", "elements": ["C", "N", "C", "C", "N", "C", "C", "O", "H", "H", "H", "H", "H", "H", "H", "H", "H", "H", "H", "H", "O", "H", "H", "O", "H", "H", "O", "H", "H", "O", "H", "H"], "coordinates": [[-3.121374, -1.962941, -0.975086], [-2.159949, -0.889642, -1.094974], [-2.108796, -0.049393, 0.119337], [-0.931854, 0.934123, -0.075020], [0.270056, 0.602832, 0.703530], [0.273102, 0.431370, 2.051693], [-0.818168, 1.034809, 2.875929], [1.150696, -0.263465, 2.548335], [-3.133957, -2.573338, -1.882609], [-4.119944, -1.533195, -0.973180], [-2.976416, -2.629609, -0.116371], [-1.217203, -1.229499, -1.251261], [-1.849530, -0.732346, 0.933712], [-3.030274, 0.489873, 0.310571], [-1.167092, 1.989591, 0.089069], [-0.718255, 0.968994, -1.142981], [0.881754, 0.060960, 0.125755], [-0.571947, 0.881757, 3.920290], [-1.809362, 0.624357, 2.699091], [-0.796729, 2.107535, 2.651310], [2.174520, 0.442550, -3.346525], [1.770845, 0.013869, -2.585794], [1.451533, 0.719531, -3.914858], [1.430060, -1.380683, -1.147702], [2.331303, -1.212448, -0.764802], [1.214211, -2.291732, -0.937369], [1.812010, 3.200839, 0.670688], [1.253706, 2.944701, -0.070669], [1.949624, 2.363586, 1.110644], [3.847177, -0.968079, -0.169466], [4.441365, -0.451069, -0.720157], [4.278886, -1.643837, 0.358870]], "forces_ev_per_angstrom": [[-0.1561, -0.2305, -0.7316], [-0.3897, 0.6408, 0.2187], [1.3606, -0.4135, -0.8814], [-0.1862, 0.8571, 0.5599], [-1.3347, 0.7677, -1.2633], [0.5283, -1.8080, -0.2159], [0.2507, 0.8303, 0.0450], [0.1096, 0.3949, 0.3303], [0.3300, -0.0365, 0.0745], [-0.1562, 0.0717, 0.4428], [-0.0783, 0.0865, 0.1403], [-0.1023, -0.1471, -0.0574], [-0.3290, 0.3386, 0.5426], [-0.3150, -0.2289, -0.1091], [-0.5153, -0.1183, 0.5145], [0.4755, -0.4579, 0.0055], [0.6256, -0.6543, 0.5126], [0.0860, 0.0110, 0.0536], [0.0442, 0.0412, -0.2696], [-0.4068, -0.0337, 0.1817], [0.2339, 0.2470, -0.0652], [-0.2198, -0.3188, -0.0393], [-0.0440, -0.0315, 0.0429], [0.1912, 0.3781, 0.0544], [-0.4034, -0.4124, -0.1744], [0.0406, -0.0584, -0.0005], [-0.0637, 0.3228, -0.2317], [0.0311, 0.1185, -0.0212], [0.1240, -0.3170, 0.2687], [-0.5611, 0.2269, 0.0472], [0.3959, -0.3324, 0.2183], [0.4342, 0.2661, -0.1931]], "nbo_charge": [-0.42, -0.62, -0.24, -0.25, -0.66, 0.67, -0.72, -0.63, 0.20, 0.19, 0.16, 0.36, 0.17, 0.20, 0.20, 0.22, 0.42, 0.25, 0.23, 0.23, -0.96, 0.49, 0.47, -1.01, 0.51, 0.48, -0.94, 0.46, 0.47, -0.96, 0.50, 0.50], "homo_ev": -9.14, "gap_ev": 9.40, "e_above_lowest_ev": 1.369, "total_charge": 0, "smiles": "CNCCNC(C)=O.O.O.O.O", "fmax_ev_per_a": 1.99}

=====

[3]
{"formula": "C32H86O26P4", "method": "ωB97M-V/def2-TZVPD", "elements": ["C", "O", "P", "O", "O", "C", "O", "C", "H", "H", "H", "H", "H", "H", "H", "H", "H", "C", "O", "P", "O", "O", "C", "O", "C", "H", "H", "H", "H", "H", "H", "H", "H", "H", "C", "O", "P", "O", "O", "C", "O", "C", "H", "H", "H", "H", "H", "H", "H", "H", "H", "C", "O", "P", "O", "O", "C", "O", "C", "H", "H", "H", "H", "H", "H", "H", "H", "H", "C", "O", "C", "C", "O", "C", "H", "H", "H", "H", "H", "H", "H", "H", "H", "H", "C", "O", "C", "C", "O", "C", "H", "H", "H", "H", "H", "H", "H", "H", "H", "H", "C", "O", "C", "C", "O", "C", "H", "H", "H", "H", "H", "H", "H", "H", "H", "H", "C", "O", "C", "C", "O", "C", "H", "H", "H", "H", "H", "H", "H", "H", "H", "H", "C", "O", "C", "C", "O", "C", "H", "H", "H", "H", "H", "H", "H", "H", "H", "H"], "coordinates": [[0.653024, -4.166053, 0.981883], [1.192854, -4.715373, -0.229927], [2.744224, -5.146603, -0.206707], [3.584164, -4.707973, 0.956793], [3.228664, -4.447803, -1.591137], [3.564754, -3.086803, -1.564617], [2.781564, -6.729033, -0.552647], [2.089484, -7.156363, -1.747917], [0.459864, -3.097643, 0.885543], [1.303614, -4.223623, 1.854533], [-0.296666, -4.602243, 1.291583], [3.780944, -2.625713, -0.600897], [2.850644, -2.415003, -2.040897], [4.424284, -2.841483, -2.188407], [1.550854, -6.405383, -2.325857], [1.318184, -7.862243, -1.439797], [2.695494, -7.667063, -2.496277], [-3.337626, 4.247017, -0.745107], [-4.626476, 3.770957, -0.473937], [-5.019686, 2.862497, 0.829593], [-6.474446, 2.729237, 1.139123], [-4.095596, 3.444237, 2.075033], [-4.069666, 2.908117, 3.397833], [-4.223906, 1.426637, 0.621013], [-4.618866, 0.668117, -0.515357], [-2.545266, 3.905057, -0.079297], [-3.362296, 5.329617, -0.620687], [-3.109966, 4.012147, -1.784867], [-3.008426, 2.933177, 3.645303], [-4.391056, 1.867997, 3.343433], [-4.604056, 3.465277, 4.167323], [-5.058946, -0.213883, -0.050057], [-3.767726, 0.373607, -1.129297], [-5.443006, 0.978207, -1.157797], [2.090254, 4.989957, 1.022773], [1.259124, 4.833777, -0.087067], [1.023924, 6.035557, -1.179697], [0.102894, 7.095707, -0.686197], [0.392654, 5.209927, -2.506967], [1.179914, 4.234037, -3.125057], [2.508244, 6.540517, -1.604367], [2.738654, 7.502107, -2.614777], [2.734984, 5.858007, 0.885203], [2.739574, 4.134057, 1.206923], [1.486034, 5.066977, 1.926713], [0.645724, 3.297867, -3.287267], [2.052564, 3.959607, -2.532387], [1.579644, 4.513687, -4.099797], [3.391874, 7.160797, -3.417847], [3.367124, 8.323747, -2.271217], [1.826204, 7.881887, -3.074437], [2.563214, 0.305737, 0.733653], [1.380754, -0.358923, 0.458773], [0.361824, 0.194127, -0.596537], [0.938754, 0.399597, -1.947067], [-0.282126, 1.513737, 0.141723], [-0.268436, 1.694117, 1.568333], [-0.863316, -0.882343, -0.563967], [-0.749876, -2.110163, -1.269357], [3.413614, -0.270653, 0.369363], [2.561604, 0.450327, 1.814023], [2.594394, 1.305837, 0.301303], [0.178824, 2.664327, 1.784553], [0.163114, 0.924827, 2.208683], [-1.279876, 1.766907, 1.968063], [-1.103226, -2.040393, -2.298127], [-1.146256, -3.050833, -0.887087], [0.293534, -2.333853, -1.491527], [6.220594, 0.993397, 4.940303], [5.043714, 0.348027, 4.477173], [5.146074, -1.060343, 4.484463], [3.906814, -1.579563, 3.690313], [2.672424, -1.157003, 4.269083], [1.500524, -1.726543, 3.761083], [6.437814, 0.727967, 5.974933], [6.093924, 2.072807, 4.856983], [7.057874, 0.685137, 4.314173], [5.088184, -1.363933, 5.529733], [6.100144, -1.350653, 4.044503], [4.016224, -2.660323, 3.600353], [4.032314, -1.262343, 2.655073], [1.461404, -2.809223, 3.881003], [1.561164, -1.468203, 2.703873], [0.685874, -1.258953, 4.314073], [5.783074, 3.322917, 0.037753], [5.033864, 2.144447, 0.458313], [5.570254, 1.439967, 1.510913], [6.598024, 0.419177, 0.995163], [5.958584, -0.589263, 0.268073], [6.754294, -1.661013, -0.217137], [5.237924, 3.935347, -0.680467], [6.722904, 3.095297, -0.465267], [6.053144, 4.037957, 0.814853], [4.832094, 0.854567, 2.059123], [6.002374, 2.081717, 2.278723], [7.034224, -0.156703, 1.811363], [7.298944, 0.949417, 0.350443], [6.228734, -2.531523, -0.609687], [7.434454, -2.047893, 0.541693], [7.430164, -1.172163, -0.918787], [-5.543876, -0.544293, -3.910047], [-5.221786, -1.156813, -2.669867], [-4.182396, -2.067863, -2.876127], [-3.941336, -2.957523, -1.588277], [-5.189286, -3.618433, -1.298707], [-5.151966, -4.554873, -0.204717], [-6.069556, -1.252323, -4.550717], [-4.671516, -0.094413, -4.384067], [-6.275856, 0.254347, -3.789677], [-3.266026, -1.564563, -3.184447], [-4.349156, -2.763113, -3.698877], [-3.749286, -2.212963, -0.815717], [-3.156296, -3.698453, -1.739397], [-4.441746, -5.326973, -0.500597], [-6.141266, -4.954823, 0.017603], [-4.771016, -4.174223, 0.742953], [-4.509996, -5.674223, 4.981183], [-3.362606, -4.886623, 4.930793], [-3.324016, -4.068743, 3.719053], [-1.980526, -3.342633, 3.750873], [-1.765046, -2.552283, 2.581823], [-2.434156, -1.308433, 2.677073], [-5.370806, -5.023193, 4.828593], [-4.660586, -6.095483, 5.975143], [-4.510186, -6.403183, 4.170803], [-4.179486, -3.394253, 3.755543], [-3.421046, -4.735163, 2.861973], [-1.090016, -3.969073, 3.699323], [-1.946406, -2.780683, 4.684223], [-3.477736, -1.574923, 2.844463], [-2.259556, -0.780873, 1.739373], [-2.140876, -0.774023, 3.580673], [-1.453996, 0.600897, -4.609117], [-2.471616, 1.463517, -5.004417], [-2.965686, 2.286437, -4.002697], [-4.130566, 3.189337, -4.542477], [-3.791126, 4.158317, -5.551067], [-3.384536, 3.470247, -6.747807], [-1.801786, -0.128043, -3.877147], [-0.541986, 1.027987, -4.192047], [-1.152686, 0.110637, -5.534837], [-2.169576, 2.952347, -3.669727], [-3.264706, 1.737167, -3.109957], [-4.554496, 3.776667, -3.727967], [-4.988196, 2.620097, -4.900997], [-3.513646, 4.181627, -7.563507], [-3.961276, 2.555997, -6.887907], [-2.341606, 3.173177, -6.637587]], "forces_ev_per_angstrom": [[-0.5014, 0.8945, 1.0817], [0.5168, -0.3305, 0.9958], [1.5932, 0.7934, -0.0704], [-1.7508, -1.0990, -1.4994], [-0.1980, -1.0958, 0.7098], [0.4810, 2.1622, -0.6021], [-0.1156, 1.7630, -0.5716], [-1.0861, -0.7317, -0.3386], [0.0657, -0.0095, -0.4405], [0.4200, -0.4245, -0.3259], [0.0145, -0.4315, -0.5813], [-0.1012, -0.6441, 0.3803], [-0.9147, -0.4696, 0.1106], [0.4386, -0.8452, 0.0317], [0.2621, 0.6161, 0.5046], [0.1080, -0.0769, 0.1703], [0.7158, 0.0964, 0.5720], [1.0542, 1.0152, -0.2174], [-1.7732, -1.6901, 2.3587], [0.6415, -0.4203, 1.2833], [2.1636, 0.3528, -0.9502], [-1.2437, 0.4151, -2.0257], [0.6999, -0.7789, -0.5371], [-0.7377, 2.7027, -0.2475], [-0.6150, -1.9898, 0.3767], [-0.1846, -0.4819, -0.0090], [0.0436, 0.0609, -0.1888], [0.1468, -0.0227, 0.1375], [-0.0251, -0.1369, 0.3027], [-0.1241, 0.0042, 0.3952], [-0.3540, 0.1878, -0.5169], [0.2283, -0.5069, -0.3973], [0.0981, 0.2658, 0.1924], [0.1988, 1.0413, 0.1669], [0.7640, 0.4504, 1.1080], [-0.3201, 0.6731, -2.6766], [-1.6313, -0.4007, -0.3121], [1.3070, -1.3325, -0.9567], [0.6631, 1.9510, 2.4775], [1.2812, -1.4102, -0.4083], [-0.7733, -1.2095, 0.6450], [0.4560, 0.9526, -0.9600], [-0.0204, 0.0901, 0.3546], [-0.0406, -0.2976, -0.6008], [-0.0981, 0.4216, -0.0369], [-0.4356, 0.1663, 0.2506], [0.0226, 0.0178, 0.2213], [-0.2674, 0.5940, -0.0690], [-0.3214, -1.0354, -0.0455], [-0.5583, 0.1842, 0.8118], [-0.0500, 0.0121, 0.2598], [1.1725, 1.1289, 0.5517], [-1.7330, -1.4879, -0.3667], [-1.1021, 0.5244, -0.4798], [-0.7973, 0.2177, 1.1889], [0.7202, -1.7710, -0.6743], [-0.7038, 0.5854, 0.6224], [0.3479, 0.5834, 0.7386], [1.6187, -0.5088, -2.0273], [0.0435, 0.0978, 0.1880], [0.5187, -0.1424, 0.1104], [0.0639, -0.0266, -0.2588], [0.3155, -0.1282, -0.1703], [0.5725, -0.2827, -0.6888], [-0.3892, 0.0045, -0.5636], [-0.6717, 0.5107, 0.0613], [-0.4400, 0.7986, 1.0589], [0.3686, -0.0131, 0.4684], [-0.4084, -0.3991, -0.2701], [0.3257, 0.8410, -0.1008], [-1.8779, 0.6864, 0.0415], [0.8450, -0.2241, 0.2343], [1.8658, 0.1320, 1.1461], [0.8064, 0.2862, -0.6298], [0.0331, -0.0005, 0.1833], [-0.1401, -0.1004, 0.0222], [0.3412, 0.0373, -0.0299], [0.1261, -0.5008, 0.1042], [-0.0406, -0.4449, -0.2422], [-0.3776, -0.4047, 0.3939], [-0.3054, 0.4989, -0.2319], [0.0194, -0.2085, 0.0670], [-1.1222, -0.2919, -0.3367], [-0.1273, -0.0394, -0.3612], [0.0201, -0.3368, -0.0987], [-0.3471, 2.3825, -1.2217], [1.1216, -1.5270, 0.5349], [-0.1077, -0.3844, 0.3430], [-2.1426, -1.0452, -0.6913], [1.3782, 1.3623, 0.4613], [-0.6082, -0.5694, -0.0061], [0.0845, -0.5303, 0.0164], [-0.2413, -0.3782, 0.7386], [-0.4909, 0.2607, -0.3360], [0.3708, 0.2155, -0.0510], [0.8295, 0.7587, 0.5150], [0.6026, -0.0980, 0.1221], [-0.5001, 0.6553, -0.0944], [-0.0700, -0.0815, 0.5660], [0.0987, -0.5958, -0.7584], [-0.6939, 0.2303, 0.1113], [-0.0024, 0.1523, -0.3962], [0.6100, -1.8490, 0.8732], [-2.0021, 1.1936, -0.7919], [0.0829, 0.0307, 0.5640], [0.8727, 0.3559, -0.7619], [0.4085, -0.2785, -0.3221], [0.1980, -0.2158, -0.2069], [0.0948, 0.0908, 0.6167], [0.3390, 0.2908, 0.3754], [-0.6707, -0.0848, -0.2617], [0.5102, -0.3629, 0.5343], [0.2219, 0.1784, 0.0057], [-0.1814, -0.5630, 0.1285], [0.0099, 0.0789, -0.5597], [0.0876, 0.6872, 0.0081], [-0.7705, 0.6053, -0.2050], [0.8545, 0.9142, -0.6785], [0.4753, -1.3040, 1.4457], [0.3091, -0.0813, -0.9142], [0.1571, 0.2527, 0.5439], [-0.5289, -0.8776, 0.0136], [-0.4409, 0.0327, -0.1378], [0.4827, -0.2815, -0.1588], [-0.0397, -0.4402, 0.1565], [-0.0067, 0.2149, -0.1551], [0.0687, 0.0595, -0.2734], [-0.4714, -0.7291, 0.5393], [0.1611, 0.3766, 0.0006], [-0.4488, 0.6890, -0.4334], [-0.1726, 0.1974, 0.2615], [0.4384, 0.3877, -0.1036], [0.5065, -0.7168, -0.4652], [-0.3351, -0.1213, -0.3729], [-0.5895, 1.7168, -0.2567], [0.2362, 0.3559, 0.2513], [0.1235, -1.4567, 0.2947], [0.2486, 0.7160, 0.4951], [-0.1350, -0.2216, 0.0907], [-0.1105, 0.6829, 0.1653], [0.0134, -0.3619, 0.1707], [0.2395, 0.3097, 0.1158], [-0.4328, -0.3032, 0.0927], [0.3252, 0.0116, 0.2869], [0.1315, -0.5650, -0.2102], [0.0045, -0.1948, -0.0614], [-0.2046, 0.0765, -0.1937], [0.0180, 0.0611, -0.3225]], "lowdin_charge": [-0.11, -0.21, 0.48, -0.25, -0.21, -0.13, -0.20, -0.11, 0.06, 0.07, 0.09, 0.07, 0.08, 0.09, 0.08, 0.09, 0.09, -0.10, -0.22, 0.53, -0.25, -0.26, -0.10, -0.24, -0.13, 0.09, 0.10, 0.07, 0.08, 0.08, 0.09, 0.09, 0.07, 0.09, -0.12, -0.23, 0.52, -0.25, -0.22, -0.14, -0.24, -0.11, 0.09, 0.08, 0.09, 0.07, 0.08, 0.09, 0.08, 0.09, 0.10, -0.12, -0.24, 0.46, -0.23, -0.20, -0.08, -0.21, -0.12, 0.09, 0.09, 0.09, 0.08, 0.08, 0.07, 0.08, 0.08, 0.07, -0.11, -0.21, -0.18, -0.17, -0.18, -0.10, 0.09, 0.09, 0.08, 0.12, 0.12, 0.12, 0.10, 0.09, 0.07, 0.10, -0.07, -0.17, -0.22, -0.19, -0.21, -0.08, 0.08, 0.08, 0.08, 0.10, 0.12, 0.12, 0.12, 0.08, 0.08, 0.09, -0.09, -0.18, -0.21, -0.16, -0.19, -0.09, 0.09, 0.08, 0.09, 0.09, 0.12, 0.11, 0.11, 0.08, 0.09, 0.06, -0.13, -0.20, -0.17, -0.19, -0.21, -0.09, 0.08, 0.09, 0.09, 0.12, 0.12, 0.12, 0.13, 0.08, 0.08, 0.09, -0.10, -0.21, -0.21, -0.17, -0.18, -0.10, 0.06, 0.07, 0.10, 0.12, 0.11, 0.11, 0.11, 0.09, 0.08, 0.08], "homo_ev": -9.47, "gap_ev": 9.91, "e_above_lowest_ev": 3.802, "total_charge": 0, "smiles": "COP(=O)(OC)OC.COP(=O)(OC)OC.COP(=O)(OC)OC.COP(=O)(OC)OC.COCCOC.COCCOC.COCCOC.COCCOC.COCCOC", "fmax_ev_per_a": 3.40}

=====

> Number 1 is which compound?

C4H7NO2S